[1]
ORCA calculation (the ωB97M-V functional and the def2-TZVPD basis) on the molecule C2H5N3 at a distorted geometry.

Geometry as ORCA input:
```
! RIJCOSX wB97M-V def2-TZVPD def2/J DEFGRID3
* xyz 0 1
H 2.83400 0.42785 0.73587
N 2.02106 0.56032 0.09225
C 1.09357 -0.23100 0.21734
C -0.17520 -0.17707 -0.57132
N -1.32855 -0.33008 0.32874
N -2.16315 0.50473 0.03153
H -2.98787 0.41683 0.66508
H 1.17860 -0.99310 0.84838
H -0.36847 -0.96673 -1.25316
H -0.10399 0.78825 -1.09470
*
```

Values from the calculation:
Gap between HOMO and LUMO in eV: 10.35
Energy relative to the best compared isomer or geometry (same formula, charge and spin) in kJ/mol: 204.7
Calculated total energy in eV: -6622.8153
Strongest force on any atom in eV/A: 4.59

[2]
ORCA calculation (the ωB97M-V functional and the def2-TZVPD basis) on the molecule C4H5NO.

Geometry as ORCA input:
```
! RIJCOSX wB97M-V def2-TZVPD def2/J DEFGRID3
* xyz 0 1
C -1.44073 0.50820 -0.46245
C -0.98617 -0.67109 -0.05159
C 0.18303 -0.87315 0.82307
N 1.31783 -0.29862 0.83429
C 1.75682 0.61431 -0.12455
O 1.74074 0.42034 -1.31640
H -0.99643 1.47223 -0.21923
H -2.34015 0.54991 -1.06045
H -1.51238 -1.59640 -0.31165
H 0.03725 -1.64136 1.58426
H 2.24020 1.51563 0.30470
*
```

Values from the calculation:
Gap between HOMO and LUMO in eV: 9.79
Energy relative to the best compared isomer or geometry (same formula, charge and spin) in kJ/mol: 149.0
Calculated total energy in eV: -7764.9821
Strongest force on any atom in eV/A: 0.61

[3]
ORCA calculation (the ωB97M-V functional and the def2-TZVPD basis) on a structure of composition C41H37N2ORhS2Sb2.

Geometry as ORCA input:
```
! RIJCOSX wB97M-V def2-TZVPD def2/J DEFGRID3
* xyz 2 5
Rh -0.69912 -0.66650 0.02064
C 2.83822 -2.26512 -0.55529
C 3.08575 -1.23141 0.52992
C 2.24563 0.02654 0.28993
Sb 3.03250 1.73666 1.37217
C 1.27238 2.91800 1.10400
C 0.69901 3.02535 -0.16239
C -0.37933 3.86865 -0.38907
C -0.90452 4.61605 0.65509
C -0.34213 4.52113 1.92115
C 0.74330 3.68456 2.14128
C 2.52082 0.88021 3.25763
C 1.19728 0.67040 3.64791
C 0.90728 0.05309 4.85504
C 1.93752 -0.37955 5.68183
C 3.25610 -0.17987 5.30328
C 3.54411 0.45352 4.10065
Sb 0.77467 -2.79037 -0.39938
C 0.92676 -3.72156 1.48018
C 0.57002 -3.04519 2.64157
C 0.76161 -3.64895 3.87616
C 1.29132 -4.92932 3.95235
C 1.64985 -5.60523 2.79357
C 1.47163 -5.00098 1.55796
C -2.01395 -2.20129 0.15773
C -2.80313 -2.08594 -0.97862
C -4.03966 -2.72585 -0.99111
C -4.41824 -3.52069 0.07993
C -3.57455 -3.67456 1.17655
C -2.35226 -3.01990 1.22273
H 3.38601 -3.19695 -0.40162
H 3.07352 -1.88994 -1.55069
H 4.15321 -0.97939 0.50578
H 2.90685 -1.65224 1.52241
H 1.19823 -0.07934 0.63389
H 2.23534 0.26589 -0.77546
H 1.10069 2.45491 -0.99572
H -0.80667 3.94586 -1.38112
H -1.73414 5.28929 0.47896
H -0.73295 5.11953 2.73417
H 1.17617 3.63319 3.13385
H 0.38078 1.02040 3.01585
H -0.12324 -0.07720 5.16191
H 1.71257 -0.86136 6.62460
H 4.06143 -0.50023 5.95119
H 4.58073 0.62257 3.82972
H 0.16063 -2.03884 2.60774
H 0.50118 -3.11371 4.77864
H 1.42785 -5.40121 4.91599
H 2.06935 -6.60056 2.85026
H 1.76262 -5.53945 0.66269
H -2.48260 -1.50594 -1.83808
H -4.67919 -2.63488 -1.85926
H -5.36168 -4.04999 0.04893
H -3.86751 -4.31047 2.00262
H -1.70431 -3.13204 2.08665
C 2.87364 2.28066 -9.65568
C 2.30026 3.20711 -8.64051
O 2.81705 4.09781 -8.06357
S 0.45388 2.84464 -8.32151
C 0.42392 2.23608 -6.72813
C 1.47403 2.33922 -5.77757
C 1.31228 1.82672 -4.52679
C 0.10185 1.18350 -4.14414
C -0.95304 1.10387 -5.09335
C -0.79985 1.62074 -6.34102
C -0.03941 0.65680 -2.86489
C -0.15103 0.29049 -1.69416
H 3.89718 2.57552 -9.87268
H 2.26360 2.30641 -10.56046
H 2.83748 1.26099 -9.26851
H 2.38864 2.85118 -6.03283
H 2.10052 1.92111 -3.79238
H -1.88123 0.63197 -4.80312
H -1.60696 1.56567 -7.06024
S -1.46053 1.21845 1.34126
C -3.04683 0.99390 1.92597
N -3.51840 2.00064 2.72520
C -4.75863 2.00003 3.25347
C -5.58318 0.94936 2.98600
C -5.05221 -0.06141 2.17332
N -3.83674 -0.04512 1.66102
H -2.89019 2.77385 2.90821
H -5.02419 2.84908 3.86684
H -6.58465 0.90307 3.38244
H -5.65104 -0.93215 1.93052
*
```

Values from the calculation:
Gap between HOMO and LUMO (alpha / beta) in eV: 7.34 / 4.66
Energy relative to the best compared isomer or geometry (same formula, charge and spin) in kJ/mol: 0.0
Expectation value of S²: 6.058
Calculated total energy in eV: -85878.4529
Strongest force on any atom in eV/A: 0.70

[4]
ORCA calculation (the ωB97M-V functional and the def2-TZVPD basis) on a structure of composition C5H13N2.

Geometry as ORCA input:
```
! RIJCOSX wB97M-V def2-TZVPD def2/J DEFGRID3
* xyz 1 1
N 1.22162 -0.60740 -0.29204
C 0.47311 -1.36187 -1.34323
C -1.65825 -2.14602 -0.28136
C -0.45502 -2.39142 -0.76422
H 2.16077 -0.39220 -0.62513
H 1.40884 -1.24161 0.48557
H 1.17930 -1.85612 -2.00540
H -0.07529 -0.64849 -1.95531
H -2.24349 -2.95029 0.13803
H -2.10618 -1.16128 -0.33746
H -0.07866 -3.40576 -0.75543
C 0.81811 2.74934 0.72909
C -1.11816 1.44202 1.15987
N 0.03365 1.51455 0.64655
H 1.38381 2.88737 -0.18971
H 1.51686 2.66575 1.55888
H 0.16363 3.60262 0.89299
H -1.62627 2.33724 1.51130
H -1.60000 0.47256 1.23380
H 0.60161 0.49100 0.19320
*
```

Values from the calculation:
Gap between HOMO and LUMO in eV: 10.31
Energy relative to the best compared isomer or geometry (same formula, charge and spin) in kJ/mol: 230.4
Calculated total energy in eV: -8368.4229
Strongest force on any atom in eV/A: 0.66